DFT (wB97M-V/def2-TZVPD) results for a molecular structure, C29H51N4PPt.

Results
- LUMO level (eV) = -6.392
- E_HOMO (eV) = -13.9

Structure (ORCA input):
```
! RIJCOSX wB97M-V def2-TZVPD def2/J DEFGRID3
* xyz 2 1
Pt 0.02175 -0.40188 0.09108
C 1.12906 0.72233 2.73122
C 2.25773 1.02410 1.76247
N 2.09491 0.34348 0.41948
C 2.34726 1.28758 -0.70356
C 1.15260 2.17368 -0.90526
C 1.15105 3.53102 -1.16796
C -0.07572 4.16313 -1.35495
C -1.25968 3.43298 -1.28357
C -1.17600 2.07977 -1.01585
C -2.31122 1.10039 -0.92239
N -2.09709 0.18854 0.23703
C -2.42596 0.87871 1.54531
C -1.37634 0.68220 2.62840
N -0.10414 1.06997 2.05128
N 0.00735 1.50237 -0.81933
H 1.27824 1.22910 3.69015
H 1.11839 -0.35402 2.92061
H 3.20794 0.71619 2.19886
H 2.31271 2.09944 1.58295
H 2.76240 -0.41612 0.35514
H 2.48915 0.68855 -1.60525
H 3.25356 1.87435 -0.54316
H 2.08070 4.08029 -1.23315
H -0.10946 5.22607 -1.55472
H -2.22005 3.90474 -1.44286
H -2.31554 0.48310 -1.82195
H -3.27210 1.61488 -0.86193
H -2.69472 -0.62104 0.11973
H -3.39166 0.51838 1.89810
H -2.53228 1.94370 1.33101
H -1.32530 -0.37909 2.87602
H -1.64379 1.22708 3.53941
H -0.10770 2.05997 1.81420
C -2.46910 -5.35074 2.51578
C -2.88636 -3.98692 1.97945
C -1.84194 -2.91644 2.30612
C -0.38063 -3.27452 1.94010
C -0.03430 -4.74705 2.26844
C -1.12352 -5.77007 1.93749
P 0.10572 -2.67972 0.26822
C 1.83395 -3.23831 0.06457
C 2.46591 -2.68510 -1.22513
C 3.80772 -3.38229 -1.49796
C 4.53972 -3.74474 -0.19592
C 4.19715 -2.76009 0.91781
C 2.70203 -2.84801 1.28431
C -0.97084 -3.54543 -0.94702
C -2.04705 -2.60705 -1.53546
C -2.72410 -3.22044 -2.77434
C -2.74517 -4.74276 -2.67823
C -1.31256 -5.30957 -2.66346
C -0.29452 -4.30318 -2.09600
H -3.23151 -6.09396 2.28331
H -2.39304 -5.30083 3.60721
H -3.83870 -3.68714 2.42036
H -3.05736 -4.05433 0.90057
H -1.87705 -2.73927 3.38569
H -2.11794 -1.97307 1.82544
H 0.26499 -2.64741 2.56506
H 0.15044 -4.79545 3.34583
H 0.90186 -5.03638 1.78926
H -0.82390 -6.73515 2.34710
H -1.21239 -5.91510 0.85546
H 1.80012 -4.32803 -0.01978
H 2.61516 -1.60996 -1.10866
H 1.80180 -2.80133 -2.08083
H 4.43157 -2.73142 -2.11341
H 3.63190 -4.28573 -2.08408
H 5.61544 -3.77172 -0.36376
H 4.25569 -4.74902 0.13110
H 4.47216 -1.74619 0.59562
H 4.79726 -2.96680 1.80362
H 2.35500 -1.89432 1.69597
H 2.57016 -3.58223 2.07961
H -1.47026 -4.28839 -0.32721
H -1.58401 -1.65196 -1.80286
H -2.80281 -2.40508 -0.76436
H -2.18441 -2.92372 -3.67699
H -3.73663 -2.82771 -2.87417
H -3.30647 -5.16409 -3.51090
H -3.28128 -5.03763 -1.77040
H -1.00536 -5.58984 -3.67163
H -1.28562 -6.22250 -2.06508
H 0.00374 -3.59589 -2.87405
H 0.60338 -4.83401 -1.77815
*
```